No. 1
A cluster of 2 separate species, C2H10N2O2 in total in a non-equilibrium geometry, computed with ωB97M-V/def2-TZVPD.

Geometry as XYZ:
```
16
Properties=species:S:1:pos:R:3:forces:R:3
C 1.159094 -0.120635 -0.637831 -0.3 0.7 1.1
C 0.734824 1.946153 0.697904 0.0 0.4 -0.3
N 1.032295 -1.499236 -0.413042 0.0 -0.4 -0.1
O 0.468681 0.583503 0.508403 0.3 -0.7 -0.7
H 1.385369 -1.731959 0.510635 0.0 0.0 -0.2
H 0.048947 -1.779039 -0.444248 0.2 0.1 0.1
H 2.210108 0.193638 -0.607674 -0.2 0.1 -0.1
H 0.680484 0.169804 -1.583037 0.1 0.1 0.3
H 0.284170 2.551306 -0.102382 0.1 0.0 0.1
H 1.810254 2.154666 0.731332 0.0 0.0 0.0
H 0.292946 2.237009 1.654125 0.0 0.0 -0.1
N -1.932778 -1.452508 -0.082407 -0.2 0.0 0.0
O -2.059445 -0.036351 -0.263264 -0.1 -0.1 0.2
H -1.214823 0.319135 0.097841 -0.1 -0.3 -0.2
H -2.430616 -1.677540 0.781440 0.0 0.1 -0.3
H -2.469509 -1.857947 -0.847796 0.0 0.2 0.2
```
Positions in Å, forces in eV/Å.

Results
Calculated total energy (Eh): -342.10858
Spin multiplicity: 1
Charge: 0
SMILES string: COCN.NO
Energy relative to the best compared isomer or geometry (same formula, charge and spin) (kJ/mol): 223.91
Molar mass (g mol⁻¹): 94.1

These are the Mulliken partial charges, in e, on atoms 1 to 4: C -0.3797; C -0.6720; N -0.6767; O -0.4665



No. 2
A cluster of 3 separate species, C2H10N2O2 in total in a non-equilibrium geometry, computed with ωB97M-V/def2-TZVPD.

Geometry as XYZ:
```
16
Properties=species:S:1:pos:R:3:forces:R:3
C 0.339823 1.122538 0.249288 -0.4 -1.6 2.8
N -0.515460 0.006447 0.141099 -2.7 -2.9 -0.1
C 0.014475 -1.245218 -0.081767 -0.2 1.1 -0.5
N -0.504190 -2.171562 -0.823864 1.8 0.7 -0.2
H 0.531596 1.272377 1.324756 -0.2 1.5 -0.6
H 0.033217 1.789497 -0.466284 -0.9 2.8 -0.7
H 1.217301 0.804084 -0.160066 2.9 -0.7 -0.9
H -1.510033 0.075623 -0.007307 0.1 0.5 -0.4
H 0.933341 -1.139231 0.515660 0.9 -1.3 -1.0
H 0.290638 -2.690301 -1.294599 -1.3 -0.1 1.5
H 1.881066 5.245554 0.343759 0.0 -0.1 -0.3
H 1.034187 5.542026 -0.831745 -3.9 2.2 -1.2
O 1.781847 5.109770 -0.608658 3.8 -2.2 1.6
H -1.261186 -5.019917 0.749162 2.8 -0.7 0.3
H -2.129216 -3.925085 0.290328 0.1 1.9 -0.9
O -2.137406 -4.776602 0.660238 -2.8 -1.1 0.6
```
Positions in Å, forces in eV/Å.

Results
Calculated total energy (Eh): -342.11021
Spin multiplicity: 1
Charge: 0
SMILES string: [H]/N=C/NC.O.O
Energy relative to the best compared isomer or geometry (same formula, charge and spin) (kJ/mol): 219.65
Molar mass (g mol⁻¹): 94.1

These are the Mulliken partial charges, in e, on atoms 1 to 4: C -0.9781; N -0.2422; C 0.0939; N -0.7629



No. 3
A cluster of 3 separate species, C2H10N2O3 in total in a non-equilibrium geometry, computed with ωB97M-V/def2-TZVPD.

Geometry as XYZ:
```
17
Properties=species:S:1:pos:R:3:forces:R:3
C -0.520667 1.107591 1.299739 -3.8 1.9 -1.3
N 0.374799 1.520946 0.239233 -0.2 0.5 -0.7
C 1.270095 0.602512 -0.191102 1.0 0.3 0.4
N 2.329305 1.158575 -0.945746 -0.9 -1.5 0.5
O 1.165200 -0.560306 0.194232 0.8 0.0 -0.9
H -0.733154 2.055643 1.915167 0.1 -1.7 -0.7
H -1.572941 0.621371 0.901076 2.5 1.4 0.8
H -0.066925 0.341375 1.846787 0.8 -0.8 1.0
H 0.181302 2.277617 -0.424184 -0.2 -0.4 0.9
H 2.461780 2.147808 -0.810861 0.3 -0.2 0.0
H 3.152175 0.558416 -0.996646 -0.4 0.5 -0.1
H -1.330945 -1.692126 -1.788413 -0.5 -1.7 -1.1
H -0.509881 -0.998300 -0.795088 -1.1 0.8 -0.9
O -1.309548 -0.849623 -1.393062 1.7 1.2 1.9
H -2.087234 -2.212089 0.151223 -0.8 -0.7 -0.7
H -1.000918 -2.926107 0.659296 -0.1 -1.2 -0.3
O -1.802443 -3.153308 0.138347 0.8 1.7 1.1
```
Positions in Å, forces in eV/Å.

Results
Calculated total energy (Eh): -417.43998
Spin multiplicity: 1
Charge: 0
SMILES string: CNC(N)=O.O.O
Energy relative to the best compared isomer or geometry (same formula, charge and spin) (kJ/mol): 88.08
Molar mass (g mol⁻¹): 110.1

These are the Mulliken partial charges, in e, on atoms 1 to 4: C -0.6891; N -0.2218; C 0.5759; N -0.4949



No. 4
A cluster of 3 separate species, C2H10N2O3 in total in a non-equilibrium geometry, computed with ωB97M-V/def2-TZVPD.

Geometry as XYZ:
```
17
Properties=species:S:1:pos:R:3:forces:R:3
O 2.177848 -1.058743 -1.574018 0.7 -0.9 -0.5
C 1.056189 -1.410134 -1.340495 -2.6 1.8 1.1
N 0.131973 -0.501954 -0.797779 1.0 -0.5 -0.7
C 0.480748 0.896236 -0.794154 -1.0 0.6 0.7
N 1.072566 1.281105 0.494308 -0.3 -0.3 -0.1
H 0.469461 -2.332628 -1.518049 1.1 -0.5 -0.2
H -0.779474 -0.829065 -0.514951 -0.2 0.2 -0.1
H 1.141091 1.098082 -1.630580 0.1 -0.2 -0.2
H -0.425309 1.532984 -0.910289 0.4 -0.6 -0.1
H 1.287772 2.272085 0.472269 0.3 -0.1 0.1
H 1.910649 0.722089 0.616101 0.2 0.4 0.1
H -2.366403 0.057626 1.309478 -0.2 0.1 0.0
H -2.783015 0.862916 0.052637 -0.2 -0.7 0.4
O -2.923054 0.009199 0.508358 0.3 0.6 -0.6
H -0.917525 1.153803 2.528154 -0.1 0.0 0.2
H -0.416356 -0.180520 2.131031 0.0 0.0 0.2
O -1.135148 0.219061 2.645154 0.3 0.1 -0.3
```
Positions in Å, forces in eV/Å.

Results
Calculated total energy (Eh): -417.43998
Spin multiplicity: 1
Charge: 0
SMILES string: NCNC=O.O.O
Energy relative to the best compared isomer or geometry (same formula, charge and spin) (kJ/mol): 88.08
Molar mass (g mol⁻¹): 110.1

These are the Mulliken partial charges, in e, on atoms 1 to 4: O -0.5347; C 0.0797; N -0.0335; C -0.6446



No. 5
A cluster of 3 separate species, C2H10N2O3 in total in a non-equilibrium geometry, computed with ωB97M-V/def2-TZVPD.

Geometry as XYZ:
```
17
Properties=species:S:1:pos:R:3:forces:R:3
O 0.773819 1.803420 2.122769 -0.5 -0.4 0.7
C -0.268506 1.375893 1.641906 0.4 2.6 0.0
N -0.268132 0.892659 0.394834 -2.8 0.3 -0.5
C 0.959751 0.833384 -0.313150 0.1 -3.8 -1.8
N 1.666852 -0.357147 0.352179 -0.1 0.7 -1.4
H -1.286632 1.703984 2.028263 0.8 -1.2 0.1
H -1.109772 0.303151 0.161461 1.7 0.8 -0.3
H 1.637667 1.681426 -0.362633 -0.7 0.5 0.6
H 0.706364 0.571431 -1.438753 0.5 0.3 2.3
H 2.189329 -0.871214 -0.336587 0.4 -0.1 -0.2
H 2.316281 0.019410 1.015224 0.3 0.1 0.4
H -1.894577 -1.245985 -2.843338 0.5 -1.9 -0.6
H -1.875025 0.211234 -2.978152 -0.5 -0.2 0.7
O -2.203179 -0.496813 -2.385674 0.0 2.2 0.0
H -0.888475 -2.795059 1.048377 -0.1 0.4 0.0
H 0.261660 -1.782248 0.964692 -0.5 0.5 -0.1
O -0.717426 -1.847527 0.928582 0.4 -0.9 0.2
```
Positions in Å, forces in eV/Å.

Results
Calculated total energy (Eh): -417.41361
Spin multiplicity: 1
Charge: 0
SMILES string: NCNC=O.O.O
Energy relative to the best compared isomer or geometry (same formula, charge and spin) (kJ/mol): 157.31
Molar mass (g mol⁻¹): 110.1

These are the Mulliken partial charges, in e, on atoms 1 to 4: O -0.5834; C 0.0857; N -0.1130; C -0.3683



No. 6
A cluster of 3 separate species, C2H10N2O3 in total in a non-equilibrium geometry, computed with ωB97M-V/def2-TZVPD.

Geometry as XYZ:
```
17
Properties=species:S:1:pos:R:3:forces:R:3
N 0.863545 0.179408 1.319457 -0.9 1.7 -1.2
C 0.201551 1.223533 0.431753 1.4 -3.7 -1.2
C 0.107925 0.531073 -0.958524 -2.7 0.3 -0.7
N 0.658497 -0.652132 -1.228504 0.9 -0.3 0.5
O -0.761883 0.946240 -1.756972 1.5 0.4 0.2
H 1.517362 0.640297 1.931568 -0.3 -0.4 0.6
H 0.116516 -0.348986 1.744178 0.4 0.1 0.7
H -0.858052 1.366184 0.563575 -0.2 0.7 0.9
H 0.813895 2.093447 0.338599 0.0 0.7 0.1
H 0.967667 -1.278419 -0.490155 0.3 0.3 -0.2
H 0.372850 -1.024454 -2.120293 -0.1 -0.1 0.1
H 0.936554 -3.065343 1.557903 0.0 0.7 -0.1
H 1.568467 -3.858548 0.527508 0.2 0.4 -0.6
O 1.363069 -2.924989 0.697903 -0.2 -1.2 0.7
H -2.260119 1.381535 -1.115324 -0.2 0.9 0.0
H -2.646216 2.847977 -0.731730 0.2 -0.1 -0.2
O -2.961627 1.943179 -0.710944 -0.4 -0.5 0.3
```
Positions in Å, forces in eV/Å.

Results
Calculated total energy (Eh): -417.43186
Spin multiplicity: 1
Charge: 0
SMILES string: NCC(N)=O.O.O
Energy relative to the best compared isomer or geometry (same formula, charge and spin) (kJ/mol): 109.41
Molar mass (g mol⁻¹): 110.1

These are the Mulliken partial charges, in e, on atoms 1 to 4: N -0.5171; C -0.2429; C 0.4464; N -0.2818



No. 7
A cluster of 3 separate species, C2H10N2O3 in total in a non-equilibrium geometry, computed with ωB97M-V/def2-TZVPD.

Geometry as XYZ:
```
17
Properties=species:S:1:pos:R:3:forces:R:3
C 0.662590 -1.285299 0.379175 0.4 -1.5 -0.3
N 1.267741 -0.041765 0.195127 1.0 -0.2 0.3
C 0.683968 1.162983 0.605396 -2.9 0.5 0.6
N 1.412882 2.249267 0.701653 1.5 0.7 -0.5
O -0.529877 1.099481 0.850926 1.0 -0.2 -0.3
H 0.995320 -2.052263 -0.337513 0.0 0.6 -0.4
H -0.395934 -1.215172 0.438731 -0.8 0.3 0.1
H 1.035040 -1.792570 1.289570 0.0 0.5 0.4
H 2.240637 -0.008132 -0.075851 0.4 -0.2 -0.2
H 2.393432 2.276873 0.454769 -0.1 -0.2 0.0
H 0.946590 3.172949 0.740553 -0.4 -0.3 0.2
H -2.303921 -5.831480 -2.443534 -0.1 0.1 0.1
H -3.369629 -4.880333 -3.054551 0.1 0.0 0.2
O -2.916446 -5.719652 -3.172726 0.0 -0.1 -0.3
H -0.469090 4.669927 1.802993 -0.2 0.0 -0.3
H -1.221359 3.829307 0.741350 -0.1 0.1 0.1
O -0.431945 4.365878 0.883931 0.3 -0.1 0.2
```
Positions in Å, forces in eV/Å.

Results
Calculated total energy (Eh): -417.11913
Spin multiplicity: 2
Charge: +1
Energy relative to the best compared isomer or geometry (same formula, charge and spin) (kJ/mol): 6.46
Molar mass (g mol⁻¹): 110.1

These are the Mulliken partial charges, in e, on atoms 1 to 4: C -0.6935; N 0.0365; C 0.6045; N -0.2669



No. 8
An isolated molecule of C2H10N2OSi in a non-equilibrium geometry, computed with ωB97M-V/def2-TZVPD.

Geometry as XYZ:
```
16
Properties=species:S:1:pos:R:3:forces:R:3
C -2.475421 0.285365 0.192614 -2.0 0.0 0.1
C -1.226745 -0.342190 -0.281736 -1.0 -0.5 -1.1
N 2.402005 1.365399 -0.094345 1.0 -3.0 -0.8
N 1.658285 -1.565428 0.067915 -2.7 1.3 1.6
O -0.186961 0.574512 -0.208498 0.9 -0.4 -0.2
Si 1.305497 0.122471 0.378740 -0.1 0.3 -0.1
H -2.650593 1.149784 -0.434871 0.1 0.5 0.0
H -3.392749 -0.383208 -0.117934 1.6 1.0 1.5
H -2.330300 0.647212 1.248366 -0.9 -0.7 -0.9
H -1.463970 -0.646494 -1.300088 0.6 0.1 -0.6
H -1.093018 -1.297750 0.194669 0.6 -0.4 0.9
H 2.129429 2.253700 0.114344 -1.1 2.8 1.1
H 3.078663 1.461106 -0.829639 0.0 -0.7 -0.2
H 0.809272 -2.112891 -0.135797 0.6 0.4 0.3
H 2.291170 -1.793529 -0.601305 2.4 -0.8 -2.3
H 1.145442 0.281934 1.807569 0.0 -0.1 0.6
```
Positions in Å, forces in eV/Å.

Results
Calculated total energy (Eh): -556.51119
Spin multiplicity: 1
Charge: 0
SMILES string: CCO[SiH](N)N
Energy relative to the best compared isomer or geometry (same formula, charge and spin) (kJ/mol): 30.76
Molar mass (g mol⁻¹): 106.2

These are the Mulliken partial charges, in e, on atoms 1 to 4: C -1.0866; C -0.1670; N -0.4135; N -0.4850



Please write out number 5 again, unchanged.
A cluster of 3 separate species, C2H10N2O3 in total in a non-equilibrium geometry, computed with ωB97M-V/def2-TZVPD.

Geometry as XYZ:
```
17
Properties=species:S:1:pos:R:3:forces:R:3
O 0.773819 1.803420 2.122769 -0.5 -0.4 0.7
C -0.268506 1.375893 1.641906 0.4 2.6 0.0
N -0.268132 0.892659 0.394834 -2.8 0.3 -0.5
C 0.959751 0.833384 -0.313150 0.1 -3.8 -1.8
N 1.666852 -0.357147 0.352179 -0.1 0.7 -1.4
H -1.286632 1.703984 2.028263 0.8 -1.2 0.1
H -1.109772 0.303151 0.161461 1.7 0.8 -0.3
H 1.637667 1.681426 -0.362633 -0.7 0.5 0.6
H 0.706364 0.571431 -1.438753 0.5 0.3 2.3
H 2.189329 -0.871214 -0.336587 0.4 -0.1 -0.2
H 2.316281 0.019410 1.015224 0.3 0.1 0.4
H -1.894577 -1.245985 -2.843338 0.5 -1.9 -0.6
H -1.875025 0.211234 -2.978152 -0.5 -0.2 0.7
O -2.203179 -0.496813 -2.385674 0.0 2.2 0.0
H -0.888475 -2.795059 1.048377 -0.1 0.4 0.0
H 0.261660 -1.782248 0.964692 -0.5 0.5 -0.1
O -0.717426 -1.847527 0.928582 0.4 -0.9 0.2
```
Positions in Å, forces in eV/Å.

Results
Calculated total energy (Eh): -417.41361
Spin multiplicity: 1
Charge: 0
SMILES string: NCNC=O.O.O
Energy relative to the best compared isomer or geometry (same formula, charge and spin) (kJ/mol): 157.31
Molar mass (g mol⁻¹): 110.1

These are the Mulliken partial charges, in e, on atoms 1 to 4: O -0.5834; C 0.0857; N -0.1130; C -0.3683